Record 1
{
  "formula": "C4H35NO16",
  "method": "ωB97M-V with the def2-TZVPD basis set",
  "elements": ["C", "N", "C", "C", "C", "O", "O", "H", "H", "H", "H", "H", "H", "H", "H", "H", "O", "H", "H", "O", "H", "H", "O", "H", "H", "O", "H", "H", "O", "H", "H", "O", "H", "H", "O", "H", "H", "O", "H", "H", "O", "H", "H", "O", "H", "H", "O", "H", "H", "O", "H", "H", "O", "H", "H", "O"],
  "positions_angstrom": [[2.230, 0.677, -0.512], [0.986, 0.111, -0.593], [0.919, -1.237, -1.181], [-0.150, 0.643, 0.179], [-0.513, -0.155, 1.404], [-1.432, -0.942, 1.290], [2.410, 1.686, 0.150], [3.064, 0.122, -0.955], [1.714, -1.882, -0.797], [0.018, -1.809, -0.866], [0.854, -1.158, -2.255], [-0.974, 0.872, -0.554], [0.249, 1.622, 0.474], [-0.022, 0.012, 2.367], [-1.887, -0.311, -3.024], [-1.807, 0.825, -4.032], [-1.813, -0.143, -3.984], [0.543, -3.263, 1.248], [-0.491, -4.352, 1.286], [-0.282, -3.538, 0.805], [2.538, 0.898, 2.673], [3.321, -0.006, 3.563], [2.929, -0.003, 2.681], [2.799, 2.882, 1.829], [1.326, 2.813, 2.032], [2.152, 2.658, 2.508], [2.039, -2.671, 3.094], [2.104, -1.416, 2.033], [1.790, -2.319, 2.234], [-1.147, 2.604, 3.099], [-1.852, 2.453, 1.720], [-0.962, 2.584, 2.150], [-1.784, -2.814, -0.044], [-2.373, -3.719, -1.258], [-2.489, -2.938, -0.714], [0.186, 1.074, -2.775], [1.461, 1.205, -3.607], [1.038, 1.552, -2.811], [-3.359, -0.543, -2.084], [-2.496, -1.286, -1.077], [-2.653, -0.371, -1.436], [-0.906, 4.039, -0.426], [-0.082, 3.083, -1.480], [-0.813, 3.683, -1.310], [-3.284, 2.334, -0.080], [-2.741, 1.032, 0.346], [-3.070, 1.858, 0.734], [-1.461, 3.269, -3.138], [-0.229, 2.534, -3.789], [-1.196, 2.612, -3.796], [-2.846, -3.104, 2.172], [-1.504, -2.776, 2.593], [-2.258, -3.299, 2.913], [3.435, -1.815, -0.077], [4.418, -1.796, 0.999], [4.349, -2.073, 0.076]],
  "homo_energy_ha": -0.35550,
  "lumo_energy_ev": 0.1,
  "fmax_ev_per_a": 2.9,
  "e_tot_ev": -38966.6423
}

***

Record 2
{
  "formula": "C55H69N2O7STi",
  "method": "ωB97M-V with the def2-TZVPD basis set",
  "elements": ["Ti", "C", "O", "C", "C", "C", "C", "C", "C", "C", "C", "C", "C", "C", "C", "C", "C", "C", "C", "C", "C", "C", "C", "C", "C", "C", "C", "C", "C", "C", "C", "C", "C", "O", "C", "C", "C", "C", "C", "O", "C", "C", "C", "C", "C", "C", "O", "C", "C", "C", "C", "H", "H", "H", "H", "H", "H", "H", "H", "H", "H", "H", "H", "H", "H", "H", "H", "H", "H", "H", "H", "H", "H", "H", "H", "H", "H", "H", "H", "H", "H", "H", "H", "H", "H", "H", "H", "H", "H", "H", "H", "H", "H", "H", "H", "H", "H", "H", "H", "H", "H", "H", "H", "H", "H", "H", "H", "H", "H", "O", "C", "C", "C", "C", "C", "C", "C", "O", "O", "H", "H", "H", "H", "H", "C", "N", "C", "N", "S", "H", "H", "H", "H", "H", "H"],
  "positions_angstrom": [[-0.889, 0.320, -0.179], [-1.751, 3.475, 0.334], [-0.755, 2.457, 0.082], [0.592, 2.885, 0.182], [1.281, 3.141, -0.998], [0.634, 3.029, -2.357], [0.904, 1.759, -3.135], [1.181, 1.821, -4.493], [1.299, 0.681, -5.286], [1.083, -0.550, -4.682], [0.801, -0.672, -3.322], [0.390, -2.020, -2.767], [0.978, -2.452, -1.445], [2.272, -2.964, -1.404], [2.883, -3.339, -0.213], [2.151, -3.202, 0.963], [0.860, -2.690, 0.985], [0.181, -2.451, 2.317], [0.733, -1.255, 3.054], [1.452, -1.374, 4.241], [1.916, -0.263, 4.937], [1.610, 1.004, 4.434], [0.900, 1.175, 3.257], [0.504, 2.534, 2.724], [1.198, 2.908, 1.429], [2.554, 3.233, 1.472], [3.293, 3.498, 0.328], [2.626, 3.457, -0.895], [4.787, 3.813, 0.363], [5.535, 2.807, -0.524], [5.364, 3.720, 1.774], [5.013, 5.234, -0.171], [0.505, 0.026, 2.580], [-0.141, 0.197, 1.406], [2.727, -0.379, 6.227], [1.963, 0.300, 7.372], [2.990, -1.833, 6.618], [4.083, 0.316, 6.035], [0.300, -2.350, -0.240], [-0.982, -1.736, -0.251], [-2.140, -2.602, -0.272], [4.320, -3.852, -0.147], [5.153, -2.865, 0.683], [4.955, -3.971, -1.532], [4.344, -5.232, 0.521], [0.773, 0.493, -2.568], [0.571, 0.394, -1.220], [1.635, 0.827, -6.771], [0.538, 1.648, -7.462], [2.980, 1.550, -6.916], [1.739, -0.526, -7.474], [-1.376, 4.143, 1.106], [-2.651, 2.971, 0.675], [-1.937, 4.030, -0.585], [0.983, 3.864, -2.967], [-0.450, 3.155, -2.268], [1.297, 2.800, -4.944], [1.116, -1.458, -5.270], [0.669, -2.771, -3.507], [-0.702, -2.038, -2.717], [2.806, -3.051, -2.341], [2.601, -3.469, 1.912], [0.329, -3.334, 2.941], [-0.898, -2.325, 2.200], [1.641, -2.369, 4.622], [1.927, 1.888, 4.976], [0.769, 3.278, 3.477], [-0.583, 2.561, 2.616], [3.030, 3.245, 2.444], [3.168, 3.659, -1.812], [5.391, 1.787, -0.163], [6.605, 3.024, -0.514], [5.201, 2.847, -1.561], [5.216, 2.730, 2.208], [4.926, 4.461, 2.446], [6.438, 3.908, 1.738], [4.674, 5.331, -1.203], [6.076, 5.480, -0.144], [4.477, 5.969, 0.431], [0.987, -0.165, 7.518], [1.806, 1.361, 7.179], [2.526, 0.211, 8.303], [2.065, -2.377, 6.816], [3.588, -1.860, 7.530], [3.546, -2.366, 5.844], [3.966, 1.375, 5.802], [4.646, -0.147, 5.223], [4.677, 0.242, 6.947], [-1.928, -3.472, 0.346], [-2.342, -2.899, -1.300], [-2.966, -2.032, 0.146], [5.169, -1.880, 0.212], [6.182, -3.219, 0.770], [4.754, -2.747, 1.692], [5.007, -3.006, -2.039], [4.411, -4.669, -2.171], [5.975, -4.344, -1.431], [3.992, -5.190, 1.553], [5.363, -5.623, 0.535], [3.715, -5.941, -0.020], [0.453, 2.648, -7.036], [-0.432, 1.156, -7.367], [0.762, 1.757, -8.525], [2.955, 2.546, -6.471], [3.235, 1.665, -7.971], [3.780, 0.987, -6.431], [0.794, -1.071, -7.449], [2.512, -1.155, -7.029], [2.001, -0.372, -8.521], [-5.157, 2.088, 0.007], [-4.982, 2.269, -1.313], [-5.896, 3.094, -1.973], [-5.745, 3.351, -3.317], [-4.686, 2.806, -4.051], [-3.784, 1.990, -3.414], [-3.920, 1.710, -2.045], [-2.939, 0.859, -1.401], [-1.964, 0.341, -2.016], [-2.935, 0.670, -0.117], [-4.428, 1.551, 0.369], [-6.711, 3.518, -1.402], [-6.462, 3.994, -3.812], [-4.584, 3.022, -5.105], [-2.954, 1.545, -3.946], [-5.346, 1.269, 5.966], [-4.376, 1.169, 4.895], [-4.073, 0.044, 4.235], [-4.783, -1.056, 4.545], [-2.846, 0.003, 3.082], [-5.317, 2.278, 6.367], [-5.120, 0.574, 6.778], [-6.361, 1.087, 5.604], [-3.778, 1.950, 4.690], [-5.578, -1.035, 5.159], [-4.608, -1.886, 4.009]],
  "homo_energy_ha": -0.37426,
  "lumo_energy_ev": -3.0,
  "fmax_ev_per_a": 0.7,
  "e_tot_ev": -109420.7805,
  "total_charge": 1
}

***

Record 3
{
  "formula": "C31H58As2NO4PPtS4SeSi3",
  "method": "ωB97M-V with the def2-TZVPD basis set",
  "elements": ["Pt", "C", "C", "C", "P", "C", "C", "C", "C", "C", "C", "C", "C", "C", "C", "N", "C", "C", "C", "C", "C", "C", "C", "C", "C", "H", "H", "H", "H", "H", "H", "H", "H", "H", "H", "H", "H", "H", "H", "H", "H", "H", "H", "H", "H", "H", "H", "H", "H", "H", "H", "H", "H", "H", "H", "H", "S", "As", "S", "S", "S", "C", "Si", "C", "C", "As", "Si", "C", "C", "C", "Si", "C", "C", "C", "H", "H", "H", "H", "H", "H", "H", "H", "H", "H", "H", "H", "H", "H", "H", "H", "H", "H", "H", "H", "H", "H", "H", "H", "H", "H", "H", "O", "Se", "O", "O", "O"],
  "positions_angstrom": [[0.884, -0.555, -0.405], [-0.202, 0.540, 4.254], [-0.012, 0.737, 2.752], [0.457, 2.164, 2.435], [1.121, -0.446, 1.875], [1.120, -1.995, 2.887], [2.279, -2.905, 2.469], [-0.216, -2.725, 2.749], [2.812, 0.121, 2.098], [3.380, 0.396, 3.342], [4.703, 0.773, 3.490], [5.303, 1.071, 4.844], [5.475, 0.853, 2.322], [4.956, 0.569, 1.080], [3.591, 0.192, 0.914], [3.066, -0.123, -0.278], [3.806, -0.100, -1.478], [4.083, 1.113, -2.109], [3.742, 2.393, -1.409], [4.689, 1.110, -3.361], [5.057, -0.074, -3.985], [5.720, -0.064, -5.341], [4.827, -1.273, -3.316], [4.211, -1.306, -2.070], [3.978, -2.606, -1.348], [-0.906, 1.292, 4.623], [0.739, 0.674, 4.795], [-0.605, -0.445, 4.495], [-0.974, 0.593, 2.254], [1.407, 2.374, 2.928], [-0.284, 2.892, 2.776], [0.604, 2.295, 1.359], [1.273, -1.685, 3.925], [2.123, -3.266, 1.452], [2.330, -3.767, 3.142], [3.232, -2.375, 2.514], [-0.340, -3.064, 1.718], [-1.060, -2.087, 3.005], [-0.242, -3.600, 3.407], [2.766, 0.299, 4.234], [4.584, 0.871, 5.641], [5.611, 2.119, 4.924], [6.192, 0.459, 5.029], [6.521, 1.142, 2.406], [5.582, 0.621, 0.196], [4.405, 2.551, -0.551], [2.730, 2.353, -1.016], [3.817, 3.239, -2.084], [4.848, 2.061, -3.863], [5.403, 0.800, -5.928], [5.479, -0.971, -5.900], [6.809, -0.016, -5.239], [5.121, -2.210, -3.782], [4.346, -3.447, -1.939], [2.915, -2.757, -1.158], [4.479, -2.606, -0.376], [-1.328, 5.565, -3.745], [0.084, 3.996, -3.682], [-0.172, 1.235, -1.724], [0.149, 3.217, -1.425], [2.018, 4.576, -4.297], [-3.297, -3.990, -0.763], [-3.154, -2.224, -1.488], [-5.056, -1.878, -1.302], [-3.002, -2.086, -3.365], [-2.961, 0.292, -0.524], [-4.181, 1.879, -1.764], [-3.710, 1.763, -3.580], [-3.882, 3.588, -1.046], [-6.071, 1.713, -1.745], [-4.040, 0.505, 1.542], [-3.489, 2.080, 2.437], [-3.434, -0.974, 2.554], [-5.922, 0.473, 1.756], [-4.210, -4.503, -1.085], [-3.312, -3.929, 0.334], [-2.437, -4.600, -1.047], [-5.613, -2.684, -1.806], [-5.345, -0.923, -1.747], [-5.353, -1.866, -0.244], [-3.045, -3.088, -3.807], [-2.036, -1.659, -3.654], [-3.797, -1.473, -3.797], [-2.669, 1.449, -3.693], [-3.825, 2.730, -4.078], [-4.335, 1.027, -4.095], [-2.843, 3.711, -0.733], [-4.522, 3.757, -0.170], [-4.085, 4.363, -1.790], [-6.413, 0.840, -2.309], [-6.518, 2.607, -2.198], [-6.457, 1.619, -0.724], [-2.451, 2.322, 2.183], [-3.565, 1.979, 3.525], [-4.101, 2.936, 2.130], [-2.447, -1.274, 2.194], [-4.099, -1.833, 2.411], [-3.365, -0.765, 3.626], [-6.392, 1.372, 1.343], [-6.180, 0.412, 2.819], [-6.361, -0.391, 1.246], [0.834, -3.332, -0.396], [-0.068, -2.871, -1.668], [-0.522, -4.102, -2.592], [-1.447, -2.098, -0.933], [0.690, -1.662, -2.480]],
  "homo_energy_ha": [-0.09020, -0.08710],
  "lumo_energy_ev": [3.8, 2.7],
  "spin_multiplicity": 5,
  "fmax_ev_per_a": 1.2,
  "e_tot_ev": -309305.2112,
  "s2": 6.0269,
  "total_charge": -2
}

***

Record 4
{
  "formula": "H3OP",
  "method": "ωB97M-V with the def2-TZVPD basis set",
  "elements": ["O", "P", "H", "H", "H"],
  "positions_angstrom": [[0.731, 0.430, 1.430], [0.056, -0.110, 0.252], [-0.792, -1.186, 0.373], [-0.839, 1.195, -1.137], [0.844, -0.329, -0.918]],
  "homo_energy_ha": -0.36500,
  "lumo_energy_ev": -0.4,
  "fmax_ev_per_a": 5.0,
  "e_tot_ev": -11382.1590
}

***

Record 5
{
  "formula": "C5H6N2",
  "method": "ωB97M-V with the def2-TZVPD basis set",
  "elements": ["C", "C", "C", "C", "C", "H", "H", "H", "H", "H", "H", "N", "N"],
  "positions_angstrom": [[-0.202, 2.683, -1.976], [-0.119, 1.444, -1.344], [-0.264, 0.324, -0.788], [-0.527, -0.467, 0.256], [0.811, -2.725, 2.250], [0.755, 2.990, -2.145], [-0.897, 3.505, -1.552], [-0.417, 2.275, -2.926], [-1.624, -0.391, 1.044], [1.691, -2.678, 1.894], [0.433, -3.434, 3.176], [0.397, -1.541, 0.361], [-0.036, -1.985, 1.752]],
  "homo_energy_ha": -0.31187,
  "lumo_energy_ev": 0.1,
  "fmax_ev_per_a": 8.5,
  "e_tot_ev": -8255.0369
}

***

Listing energy relative to the best compared isomer or geometry (same formula, charge and spin) for the structures above in their given order: 78.9, 1.4, 18.0, 48.8, 168.8 kcal per mole.